Computed, not measured: a structure of composition C17H38BFI3N3NbO6, with ωB97M-V/def2-TZVPD.

Results
Charge = -1
Relative energy (zero: lowest compared OMol25 entry of this formula, charge and spin) = 0.0 kcal per mole
Gap between HOMO and LUMO = 6.6 eV

Structure (XYZ):
```
70
Properties=species:S:1:pos:R:3:forces:R:3
C 6.375 -0.379 2.295 -0.07 -0.03 0.03
C 6.638 -0.426 0.800 0.06 -0.14 -0.10
O 5.566 0.121 0.065 0.08 0.26 -0.04
C 4.647 -0.829 -0.436 -0.21 -0.12 0.10
C 3.406 -0.113 -0.922 0.05 -0.03 -0.09
O 2.529 0.078 0.156 0.02 0.00 -0.04
C 1.378 0.871 -0.174 -0.33 0.40 0.39
Nb -0.527 -0.391 -0.383 0.11 0.39 -0.90
O -1.055 0.914 -1.684 -0.40 -0.36 -0.44
F 0.349 -1.438 -1.767 0.73 -0.34 -0.17
C -2.708 -1.134 -0.560 -0.48 0.22 0.49
C -2.987 -2.592 -0.428 0.09 0.02 0.01
C -2.117 -3.520 -1.251 -0.01 0.00 -0.01
I -5.121 -3.065 -1.029 -0.02 0.04 0.05
B -1.115 1.214 1.232 0.14 -0.10 0.55
N -0.290 1.584 2.377 0.02 -0.26 -0.17
O -2.330 1.877 1.129 0.15 0.14 -0.06
C -0.044 -1.998 1.189 -0.45 0.19 0.00
I 1.653 -3.161 0.677 0.41 -0.31 -0.20
C -0.600 -2.426 2.313 -0.03 -0.24 0.52
C -0.190 -3.560 3.221 0.08 0.01 -0.07
I -2.312 -1.432 3.086 -0.12 0.08 -0.01
H 5.475 -0.947 2.544 0.05 0.01 -0.02
H 6.217 0.651 2.618 0.02 -0.03 -0.03
H 7.216 -0.798 2.854 -0.03 0.01 -0.03
H 6.827 -1.458 0.471 0.00 0.04 0.06
H 7.529 0.156 0.541 -0.05 0.00 0.09
H 4.334 -1.529 0.350 0.09 0.00 -0.06
H 5.112 -1.401 -1.252 -0.03 0.04 0.02
H 3.703 0.859 -1.346 0.00 -0.05 -0.04
H 2.922 -0.701 -1.716 -0.01 -0.03 0.07
H 1.390 1.751 0.476 0.04 -0.05 -0.04
H 1.450 1.262 -1.200 0.08 -0.13 -0.01
H -1.583 0.548 -2.409 0.04 0.39 0.10
H -3.011 -0.794 -1.559 0.19 -0.04 0.00
H -3.319 -0.561 0.145 -0.01 -0.02 -0.12
H -3.045 -2.895 0.613 0.08 -0.10 -0.02
H -2.469 -4.552 -1.230 -0.01 0.05 0.04
H -2.063 -3.192 -2.292 0.00 -0.01 0.05
H -1.106 -3.495 -0.833 0.01 -0.01 -0.08
H 0.610 1.125 2.409 -0.02 -0.04 0.08
H -0.745 1.490 3.277 -0.02 0.31 -0.02
H -2.281 2.754 1.543 -0.16 -0.15 -0.04
H -0.882 -3.695 4.046 -0.01 0.00 0.01
H 0.810 -3.367 3.621 -0.06 -0.04 -0.01
H -0.132 -4.489 2.645 0.00 0.05 0.05
C 0.263 -1.716 -4.996 -0.03 0.07 -0.22
O -0.577 -2.498 -5.400 0.01 -0.02 0.07
N 1.082 -1.024 -5.826 0.06 0.03 0.10
C 2.059 -0.096 -5.304 0.00 0.02 0.03
C 0.955 -1.223 -7.253 0.04 0.03 -0.06
H 0.437 -1.483 -3.937 -0.10 -0.14 0.10
H 1.885 0.922 -5.663 -0.04 -0.01 -0.02
H 3.078 -0.383 -5.578 -0.01 -0.05 0.00
H 1.983 -0.088 -4.217 0.04 0.03 0.01
H -0.047 -0.968 -7.601 -0.01 0.02 0.03
H 1.136 -2.265 -7.525 0.02 -0.01 0.03
H 1.683 -0.589 -7.757 -0.01 -0.01 -0.03
C -4.305 3.881 2.667 0.08 0.17 0.08
O -3.805 4.516 1.759 0.04 -0.06 0.01
N -4.793 4.462 3.788 -0.07 -0.06 -0.01
C -5.372 3.688 4.860 -0.01 -0.07 0.01
C -4.720 5.906 3.896 -0.02 0.02 0.07
H -4.378 2.782 2.665 -0.02 0.00 -0.06
H -6.416 3.957 5.036 -0.01 0.02 -0.04
H -4.823 3.824 5.795 0.04 0.01 -0.02
H -5.331 2.634 4.591 -0.02 -0.01 0.03
H -5.267 6.390 3.086 -0.02 -0.03 -0.01
H -3.686 6.251 3.842 0.02 -0.03 0.01
H -5.150 6.203 4.850 0.01 0.03 -0.01
```
Forces are in eV/Å.



Computed, not measured: a structure of composition C17H38INO6P at a distorted geometry, with ωB97M-V/def2-TZVPD.

Results
Charge = +1
Gap between HOMO and LUMO = 5.8 eV

Structure (XYZ):
```
64
Properties=species:S:1:pos:R:3:forces:R:3
C 9.301 1.463 1.832 1.56 0.76 0.70
O 8.674 0.143 1.664 -1.29 2.01 -1.38
C 7.470 0.228 0.781 0.30 -0.07 0.71
C 6.128 -0.165 1.699 1.22 -0.84 -0.43
C 4.753 -0.302 0.823 1.37 -2.68 0.41
N 3.790 0.856 0.930 -0.18 -0.65 0.50
C 3.366 1.174 2.380 -0.96 0.47 2.27
I 2.017 0.184 0.019 -1.06 -0.27 -0.40
P 4.263 2.318 0.011 -1.18 7.12 0.16
O 3.917 3.686 0.724 1.01 -4.89 -1.54
H 8.790 2.109 2.691 0.76 -1.32 -1.98
H 10.421 1.295 2.203 -2.54 0.10 -0.81
H 9.406 2.080 0.821 -0.52 -1.37 2.08
H 7.420 1.310 0.338 -0.08 -2.04 0.77
H 7.649 -0.546 -0.079 -0.63 1.42 1.61
H 6.370 -1.258 2.114 -0.61 2.44 -0.90
H 6.062 0.525 2.640 -0.06 -1.13 -1.93
H 4.176 -1.255 1.249 1.12 2.22 -0.97
H 4.958 -0.554 -0.321 -0.36 0.81 2.38
H 2.201 1.361 2.378 2.65 -0.13 0.06
H 3.905 2.117 2.817 -0.90 -1.86 -1.13
H 3.551 0.244 3.084 -0.16 1.79 -1.79
H 5.652 2.371 -0.367 -0.66 -1.04 0.47
H 3.507 2.322 -1.249 0.82 -0.93 1.10
C -3.709 0.394 0.487 0.34 -0.49 -0.31
C -2.272 0.814 0.330 0.54 -0.64 -0.40
O -1.445 0.074 -0.201 -0.37 0.62 0.44
C -1.886 2.174 0.846 0.50 -0.09 -0.14
H -3.841 -0.610 0.069 -0.03 0.27 0.11
H -3.975 0.370 1.546 -0.13 0.20 -0.11
H -4.359 1.086 -0.053 -0.05 0.00 0.25
H -2.071 2.229 1.922 -0.18 0.13 -0.11
H -2.455 2.946 0.322 -0.07 -0.02 0.23
H -0.819 2.342 0.665 -0.20 0.00 0.02
C 2.493 0.260 -5.666 0.49 -0.15 0.21
C 2.151 0.601 -4.240 0.80 -0.14 0.69
O 2.977 0.473 -3.337 -0.75 0.22 -0.71
C 0.761 1.105 -3.961 0.14 0.03 0.48
H 3.529 -0.090 -5.717 -0.24 0.08 0.02
H 1.836 -0.537 -6.025 -0.07 0.21 -0.10
H 2.392 1.148 -6.295 -0.19 -0.14 -0.04
H 0.027 0.345 -4.244 -0.01 0.18 -0.15
H 0.583 2.030 -4.514 -0.12 -0.17 -0.10
H 0.657 1.310 -2.890 -0.01 -0.03 -0.21
C -7.107 -0.967 -2.420 0.48 -0.14 0.12
C -7.449 -0.626 -0.994 0.85 -0.13 1.04
O -6.623 -0.754 -0.092 -0.88 0.14 -1.03
C -8.839 -0.123 -0.715 0.12 0.05 0.51
H -6.071 -1.318 -2.472 -0.22 0.07 0.03
H -7.764 -1.764 -2.779 -0.06 0.21 -0.11
H -7.208 -0.079 -3.049 -0.19 -0.14 -0.05
H -9.573 -0.882 -0.998 -0.01 0.17 -0.16
H -9.017 0.803 -1.268 -0.13 -0.17 -0.11
H -8.943 0.083 0.355 0.04 -0.06 -0.25
C -5.699 -2.400 2.835 -0.36 -0.07 0.32
C -5.200 -3.800 3.071 -0.70 -0.90 1.37
O -5.656 -4.496 3.978 0.64 0.90 -1.24
C -4.121 -4.317 2.157 0.06 -0.49 0.17
H -6.475 -2.162 3.569 0.19 -0.08 -0.15
H -4.877 -1.688 2.951 -0.03 0.00 -0.23
H -6.130 -2.323 1.833 0.22 0.19 0.00
H -3.230 -3.690 2.243 -0.08 0.06 -0.21
H -4.482 -4.326 1.125 0.15 0.18 0.01
H -3.860 -5.340 2.446 -0.08 0.24 -0.04
```
Forces are in eV/Å.



Computed, not measured: a structure of composition C17H38O19S4Si2 at a distorted geometry, with ωB97M-V/def2-TZVPD.

Results
Relative energy (zero: lowest compared OMol25 entry of this formula, charge and spin) = 14.0 kcal per mole
Gap between HOMO and LUMO = 9.2 eV

Structure (XYZ):
```
80
Properties=species:S:1:pos:R:3:forces:R:3
C -3.344 4.279 1.215 0.33 -1.12 -0.11
C -2.559 2.993 0.726 0.34 0.93 -0.20
Si -1.530 3.305 -0.866 0.65 -0.64 0.18
C 0.020 2.196 -0.696 -0.08 0.65 -0.27
C -0.296 0.669 -0.914 0.75 0.50 0.75
C 0.318 -0.138 0.290 0.11 0.02 -0.83
C 0.848 -1.529 -0.170 -0.90 0.03 0.46
C 1.837 -2.199 0.805 -0.81 -1.19 -0.85
O 3.174 -1.681 0.739 -2.96 1.90 1.91
C 3.391 -0.624 1.575 -0.29 -0.52 0.57
C 3.030 -0.610 3.069 -0.94 -0.26 0.19
O 3.932 0.328 1.136 1.21 1.50 -0.70
O -1.101 4.940 -1.064 0.37 -0.42 1.31
Si -0.029 5.519 0.101 -0.12 -0.52 -0.75
H -4.408 4.016 1.347 0.37 0.47 -0.19
H -2.946 4.567 2.206 -0.24 0.13 -0.55
H -3.189 5.084 0.478 -0.45 -0.07 0.56
H -3.216 2.126 0.522 0.27 0.40 0.28
H -1.816 2.734 1.506 -0.47 -0.20 -0.45
H -2.239 2.856 -2.061 0.05 0.37 -0.02
H 0.416 2.400 0.326 -0.16 -0.34 -0.51
H 0.814 2.537 -1.391 -0.37 -0.23 0.27
H -1.392 0.552 -0.987 0.50 -0.40 -0.04
H 0.189 0.302 -1.853 -0.63 0.48 0.65
H 1.152 0.474 0.683 -0.26 -0.36 -0.16
H -0.439 -0.228 1.092 0.51 -0.11 -0.34
H -0.045 -2.197 -0.203 0.56 0.19 -0.03
H 1.213 -1.499 -1.217 0.18 0.10 0.68
H 1.905 -3.267 0.502 0.17 0.56 0.23
H 1.386 -2.201 1.814 0.48 0.20 -0.30
H 2.502 0.345 3.260 0.31 -0.46 -0.22
H 2.344 -1.411 3.393 0.51 0.22 -0.11
H 3.923 -0.597 3.718 -0.23 -0.16 -0.61
H 1.349 5.151 -0.288 0.03 0.12 -0.04
H -0.275 4.830 1.389 -0.12 0.09 0.07
H -0.108 6.973 0.290 -0.20 0.12 -0.09
C 6.681 -5.637 0.456 0.31 0.15 0.39
C 5.525 -6.188 1.268 -0.04 -0.50 -0.26
O 4.551 -5.141 1.276 0.28 0.38 -0.21
S 4.638 -4.319 -0.110 0.60 -0.15 0.24
O 3.640 -4.817 -0.993 0.06 0.22 -0.10
O 4.761 -2.943 0.193 1.53 -1.74 -0.80
O 6.070 -4.891 -0.599 -0.53 -0.29 0.05
H 7.291 -4.952 1.050 0.00 -0.05 0.02
H 7.312 -6.424 0.049 -0.10 0.09 -0.20
H 5.815 -6.449 2.283 -0.15 0.21 0.05
H 5.081 -7.061 0.781 0.07 -0.02 0.02
C -3.020 0.850 5.602 0.46 0.18 0.20
C -3.523 2.183 5.087 -0.50 -0.02 0.27
O -3.274 2.147 3.679 0.35 -0.49 0.02
S -3.419 0.632 3.151 -0.10 0.32 0.53
O -4.721 0.468 2.611 0.16 -0.21 -0.16
O -2.246 0.288 2.437 -0.14 -0.09 -0.12
O -3.377 -0.095 4.590 -0.31 0.31 -0.28
H -1.932 0.848 5.703 -0.02 0.03 0.02
H -3.471 0.577 6.553 -0.10 -0.17 -0.15
H -3.011 3.027 5.544 0.10 0.02 -0.26
H -4.600 2.287 5.238 0.03 0.00 0.06
C -6.174 0.199 -1.705 -0.50 0.18 -0.02
C -6.090 -0.345 -3.117 0.17 -0.49 0.14
O -5.317 0.621 -3.834 -0.07 0.36 0.38
S -4.236 1.283 -2.836 -0.52 -0.35 -0.02
O -2.998 0.616 -3.009 0.03 0.18 0.04
O -4.372 2.691 -2.911 -0.06 -0.07 -0.26
O -4.890 0.774 -1.453 0.27 -0.18 -0.41
H -6.924 0.990 -1.628 -0.02 -0.04 -0.01
H -6.392 -0.577 -0.974 0.24 0.07 0.07
H -7.069 -0.467 -3.575 0.09 0.21 -0.14
H -5.555 -1.297 -3.145 -0.06 -0.01 0.04
C 3.837 -1.257 -4.235 0.16 -0.14 0.56
C 2.512 -1.993 -4.256 0.11 -0.30 -0.45
O 1.533 -0.985 -3.988 0.33 0.42 0.17
S 2.031 0.419 -4.607 0.24 -0.47 0.08
O 1.413 0.596 -5.872 0.06 0.26 0.07
O 1.981 1.399 -3.584 -0.24 0.07 -0.13
O 3.569 0.008 -4.851 -0.50 -0.15 -0.18
H 4.173 -1.075 -3.211 -0.02 -0.05 -0.01
H 4.614 -1.788 -4.781 -0.04 0.20 -0.15
H 2.463 -2.783 -3.509 -0.16 0.18 0.13
H 2.307 -2.412 -5.244 0.05 -0.02 0.02
```
Forces are in eV/Å.